i | The following is a DFT calculation (ωB97M-V with the def2-TZVPD basis set) of a cluster of 2 separate species, C2H4O2 in total.

```
8
Properties=species:S:1:pos:R:3
C 4.62774 5.17190 -1.51523
O 3.55891 5.26415 -2.07840
H 5.54939 4.77805 -1.73705
H 4.54734 5.02558 -0.33705
C -4.57962 -5.02149 1.34232
O -4.95519 -4.54171 2.35895
H -4.82887 -4.73507 0.44078
H -3.91969 -5.94143 1.52569
```

Summary:
HOMO energy, eV: -10.15
SMILES: C=O.C=O
Orbital gap, eV: 10.6
Molecular weight, u: 60.1

ii | The following is a DFT calculation (ωB97M-V with the def2-TZVPD basis set) of an isolated molecule of C2H4O2.

```
8
Properties=species:S:1:pos:R:3
C -0.71530 0.65442 -0.32128
C 0.41566 -0.42627 -0.00182
O 1.16948 -1.09275 -0.76206
O 0.71700 -0.68570 1.27556
H -0.55584 1.24685 -1.18584
H -0.73347 1.38137 0.43878
H -1.68916 0.16704 -0.47917
H 1.39163 -1.24496 1.03582
```

Summary:
HOMO energy, eV: -10.63
SMILES: CC(=O)O
Orbital gap, eV: 11.5
Molecular weight, u: 60.1

iii | The following is a DFT calculation (ωB97M-V with the def2-TZVPD basis set) of a cluster of 2 separate species, C2H4O2 in total.

```
8
Properties=species:S:1:pos:R:3
C 0.14997 0.34711 -1.89495
O -0.01925 1.56700 -1.89453
H 0.35097 -0.19554 -2.84919
H -0.05370 -0.27858 -0.99357
C -0.13852 -0.39609 1.90173
O -0.02171 0.23862 2.98882
H 0.77886 -0.39741 1.26621
H -1.04662 -0.88511 1.47549
```

Summary:
HOMO energy, eV: -10.48
SMILES: C=O.C=O
Orbital gap, eV: 10.8
Molecular weight, u: 60.1

iv | The following is a DFT calculation (ωB97M-V with the def2-TZVPD basis set) of a structure of composition C2H4O2.

```
8
Properties=species:S:1:pos:R:3
C 0.68861 0.09310 0.71004
O 0.19038 0.72311 -0.44811
C -1.19732 -0.13256 -1.21160
O -2.02821 -0.57683 -0.54473
H 0.10213 -0.80470 0.96250
H 0.62190 0.77978 1.56178
H 1.73869 -0.19430 0.57876
H -0.11618 0.11241 -1.60865
```

Summary:
HOMO energy, eV: -9.83
Orbital gap, eV: 10.5
Molecular weight, u: 60.1

So which one is most stable? That would be ii, about 1.835 eV below the next structure.

i | The following is a DFT calculation (ωB97M-V with the def2-TZVPD basis set) of a cluster of 2 separate species, C2H4O2 in total.

```
8
Properties=species:S:1:pos:R:3
C 1.03823 -0.22890 1.45963
O 1.19974 0.80209 2.07384
H 0.51282 -0.27527 0.44329
H 1.46618 -1.16872 1.85631
C -1.04655 -0.75835 -1.75632
O -1.20226 0.45304 -1.68446
H -1.77917 -1.40246 -2.25566
H -0.12969 -1.27109 -1.37879
```

Summary:
HOMO energy, eV: -10.24
SMILES: C=O.C=O
Orbital gap, eV: 10.6
Molecular weight, u: 60.1

ii | The following is a DFT calculation (ωB97M-V with the def2-TZVPD basis set) of a cluster of 2 separate species, C2H4O2 in total.

```
8
Properties=species:S:1:pos:R:3
C -0.20537 1.23965 -1.04846
O 0.89313 1.46982 -0.59019
H -0.20035 1.03349 -2.12152
H -1.05182 1.26892 -0.36619
C 0.14857 -1.27045 1.03483
O -0.91432 -0.80327 0.75830
H 0.42820 -1.47817 2.07228
H 0.90196 -1.45999 0.26094
```

Summary:
HOMO energy, eV: -9.97
SMILES: C=O.C=O
Orbital gap, eV: 10.7
Molecular weight, u: 60.1

So which one is most stable? That would be ii, about 0.079 eV below the next structure.

i | The following is a DFT calculation (ωB97M-V with the def2-TZVPD basis set) of a cluster of 2 separate species, C2H4O2 in total.

```
8
Properties=species:S:1:pos:R:3
C -0.46593 1.78853 -0.20486
O -0.30835 0.68045 -0.79414
H -0.78900 1.91660 0.85565
H -0.28173 2.72031 -0.79078
C 0.44162 -1.77547 0.24655
O 0.54222 -1.57297 -0.95646
H 1.00818 -1.13768 0.96607
H -0.14699 -2.61977 0.67798
```

Summary:
HOMO energy, eV: -9.75
SMILES: C=O.C=O
Orbital gap, eV: 10.3
Molecular weight, u: 60.1

ii | The following is a DFT calculation (ωB97M-V with the def2-TZVPD basis set) of an isolated molecule of C2H4O2.

```
8
Properties=species:S:1:pos:R:3
C -0.94348 -0.33856 -0.00908
O -0.18444 0.81677 0.07971
C 1.14014 0.53683 -0.02664
O 1.64372 -0.55728 0.04588
H -1.70530 -0.14889 -0.77271
H -0.33617 -1.30683 -0.18685
H -1.41064 -0.44940 0.95183
H 1.79617 1.44735 -0.08216
```

Summary:
HOMO energy, eV: -10.92
SMILES: COC=O
Orbital gap, eV: 11.9
Molecular weight, u: 60.1

So which one is most stable? That would be ii, about 1.817 eV below the next structure.

i | The following is a DFT calculation (ωB97M-V with the def2-TZVPD basis set) of the ion C4H8NO with charge +1.

```
14
Properties=species:S:1:pos:R:3
C 0.84636 -1.87786 -0.37499
N 0.35612 -0.71884 -0.36493
C -0.75914 0.03141 -0.87696
C -0.55689 1.17159 0.10857
O -1.40310 1.12863 1.16661
C 0.71673 0.33946 0.51541
H 1.74844 -2.24228 0.32211
H 0.43777 -2.63845 -1.05967
H -0.41193 0.34237 -1.88548
H -1.67567 -0.54872 -0.97783
H -0.50746 2.18787 -0.37952
H -1.10130 1.91678 1.60431
H 1.76285 0.63135 0.58872
H 0.54723 0.27670 1.61365
```

Summary:
Charge: +1
HOMO energy, eV: -15.16
SMILES: C=[N+]1CC(O)C1
Orbital gap, eV: 10.1
Molecular weight, u: 86.1

ii | The following is a DFT calculation (ωB97M-V with the def2-TZVPD basis set) of the ion C4H8NO with charge +1.

```
14
Properties=species:S:1:pos:R:3
C -1.28408 1.51866 1.33474
N -0.84589 0.99205 0.27664
C -0.35912 0.68736 -0.80265
O -0.65718 1.03592 -2.02508
C 0.67636 -0.62883 -0.76314
C 1.10785 -1.79631 0.53591
H -2.07147 1.24760 2.04192
H -0.64607 2.35026 1.57418
H -1.20065 1.80987 -1.93352
H 1.61652 -0.16306 -0.99370
H 0.26624 -1.16196 -1.57030
H 1.91784 -2.32347 0.09466
H 1.27513 -1.17478 1.51955
H 0.20452 -2.39330 0.71078
```

Summary:
Charge: +1
HOMO energy, eV: -15.73
SMILES: C=[N+]=C(O)CC
Orbital gap, eV: 10.6
Molecular weight, u: 86.1

iii | The following is a DFT calculation (ωB97M-V with the def2-TZVPD basis set) of the ion C4H8NO with charge +1.

```
14
Properties=species:S:1:pos:R:3
C 1.16045 -0.68980 1.01090
C -1.17126 0.28599 0.62249
C 0.37983 -0.60323 -1.79998
C -0.84701 1.00883 -0.66636
N 0.17643 0.19074 1.15868
O -0.04603 0.56893 -1.56572
H 1.06337 -1.74196 0.89322
H 2.06546 -0.20959 1.39409
H -1.80613 0.95844 1.14798
H -1.83992 -0.53544 0.79028
H 0.98749 -0.78838 -2.68101
H 0.14645 -1.51320 -1.11198
H -0.85217 2.00672 -0.54105
H 0.58302 1.06197 1.34848
```

Summary:
Charge: +1
HOMO energy (alpha / beta), eV: -12.59 / -12.59
Orbital gap (alpha / beta), eV: 7.7 / 7.7
Molecular weight, u: 86.1

So which one is most stable? That would be i, about 0.445 eV below the next structure.